# 1
90
Properties=species:S:1:pos:R:3:forces:R:3:lowdin_charge:R:1 method="wB97M-V/def2-TZVPD" orbital_gap_ev=8.83 e_homo_ev=-8.7 multiplicity=1 total_charge=0 e_tot_ev=-48981.6218 de_lowest_kcal_mol=256.1
H 0.15873 2.51342 -2.65116 0.051 0.441 -0.275 0.080
C -0.52965 6.28836 0.17732 -1.843 1.297 -0.544 -0.062
N -1.15004 -3.36004 -0.65082 1.637 2.189 -0.836 0.138
H 0.07529 -7.40245 2.65847 0.322 0.068 1.200 0.071
N -2.80801 -4.50601 -0.01787 -4.390 -1.649 2.684 0.154
H -3.87894 -0.18850 -0.76874 -1.338 0.257 0.422 0.098
H 0.33660 -0.95795 0.21799 0.820 -1.288 -1.014 0.062
H -0.33682 3.79788 0.53323 0.594 -1.057 2.566 0.055
O -0.26746 2.08726 1.85905 -1.465 -6.045 -3.378 -0.134
H 2.97775 -1.58139 1.78045 0.417 -0.103 -0.037 0.063
H 1.34836 -1.88208 4.00981 0.824 -2.101 1.010 0.044
O 1.67805 -1.54305 -2.70799 -3.176 2.014 3.373 -0.048
H -0.16445 -5.60049 4.66833 -0.197 -0.162 -0.478 0.152
H 0.62680 -0.60682 5.50683 -0.494 -0.475 0.957 0.075
H -2.75567 2.30286 -2.68263 -0.621 -0.678 2.450 0.057
C -2.68537 2.31405 -3.71000 -0.191 0.596 -1.526 -0.018
H 3.78677 3.69081 -1.20422 -0.865 1.599 -1.168 0.047
H -0.44787 -2.53389 -0.62874 -1.222 -1.209 -0.255 0.052
O 3.12281 -2.95301 0.15941 -0.538 -0.532 0.771 -0.127
O -0.60493 3.95526 -0.33985 -3.103 -3.253 -1.015 -0.022
H -2.07398 -0.25729 -2.77656 0.155 -0.068 0.610 0.098
H -0.86102 -0.61325 4.38519 0.299 -0.198 0.457 0.088
C 3.82473 3.03416 -0.39491 1.948 0.715 1.907 -0.077
H -4.23597 0.37450 -2.38274 -1.187 2.245 -1.627 0.045
H -3.08380 1.49110 -4.28394 -1.401 -0.245 0.428 0.095
C -1.07384 -4.10085 3.36473 0.514 1.016 -0.589 -0.032
H 0.11821 -0.60355 2.06465 -1.482 0.562 -0.574 0.127
H 2.49076 1.68012 1.67531 -0.639 1.152 1.909 0.037
H 0.35849 0.67496 4.44367 -0.022 -0.302 -0.609 0.083
O 0.97074 -5.25294 3.15119 9.677 3.005 -2.960 -0.039
H -0.52417 -3.47551 2.58727 -0.770 -0.768 0.776 0.071
H -4.18692 -1.31932 -2.03659 -0.283 -0.446 -0.317 0.091
C 2.85527 -2.64227 1.55445 -1.999 1.935 -2.329 -0.113
H 1.64922 4.26394 -1.53019 -0.515 -0.064 -0.205 0.051
H -0.43838 7.14301 -0.54675 0.190 -0.136 1.500 0.106
H 0.24199 0.61446 -2.60396 0.395 -0.060 -0.443 0.084
H -3.09515 3.27563 -4.02657 -0.077 -0.230 -0.232 0.108
C -3.77589 -0.34401 -1.83081 -0.100 -2.277 2.872 -0.132
C 2.90561 1.15119 0.89385 1.025 -2.053 -2.687 -0.021
C -0.20264 -5.35731 3.58721 -6.990 -2.349 0.204 -0.603
C -2.16311 -3.39619 0.22782 1.341 4.266 3.048 -0.586
C 0.20614 -0.40872 4.54413 0.409 0.686 -0.508 -0.108
H 1.62251 6.00136 -1.46044 0.238 0.147 0.232 0.083
H -0.62103 5.56027 -1.69449 -0.131 -1.728 0.829 0.144
C -1.28977 2.19360 -4.14265 -1.405 7.509 -3.440 -0.707
O 3.03833 1.24404 -1.47563 -0.857 -4.754 -5.711 0.012
H -2.12329 -4.21317 2.96515 1.165 -0.063 0.883 0.079
H 0.98632 -5.16976 2.16186 0.045 -0.031 1.415 0.134
N -1.13761 1.18872 -0.10551 -3.885 1.146 -3.333 0.127
O 1.00942 -1.13390 3.59750 -1.054 2.457 -1.241 -0.146
H -3.58646 -4.83945 0.58875 1.057 0.507 -1.034 0.147
H -1.43049 -0.83646 1.32724 -0.762 -1.257 -0.372 0.088
H -1.25051 -3.82107 -1.56596 0.159 0.382 0.963 0.120
H 2.14238 0.80025 -1.56432 1.619 -0.067 -0.980 0.069
C -0.68474 0.94700 1.08987 2.019 10.667 3.630 -0.540
C 1.30745 5.10340 -0.92547 0.517 0.409 -0.079 -0.049
H -2.49703 -5.02973 -0.78970 -0.017 -0.937 -0.417 0.090
H 1.36962 -2.34074 -0.32809 0.569 -0.138 0.121 0.074
O -2.34640 -2.48581 1.23235 0.238 -4.097 -4.539 -0.135
C 0.96833 -0.97492 -1.74323 4.916 -6.477 -2.728 -0.636
H 3.56945 -2.26021 -0.33054 0.043 0.395 0.245 0.084
H -1.61821 -6.97241 2.98798 0.249 -0.199 0.288 0.068
C -0.62235 -6.56879 2.73402 -3.569 -1.957 -1.381 -0.078
O -2.40774 -0.36034 -1.86244 2.407 -0.109 -2.132 -0.142
H -1.74040 0.43726 -0.66609 1.498 1.689 1.164 0.126
H 1.77745 -2.81223 1.79754 0.716 -0.311 -0.388 0.064
H -1.32433 2.38037 -5.25211 -0.470 1.930 0.444 0.156
H 0.49175 3.24348 -4.28990 0.315 -0.016 0.412 0.108
C -0.25754 3.01684 -3.53463 -0.221 2.846 1.261 -0.011
N -0.58766 -0.29872 1.32348 2.461 -4.054 4.590 0.154
H 3.72851 3.51735 0.60146 0.267 0.270 -0.811 0.098
H 1.90370 4.98751 0.00805 -0.628 0.357 -0.308 0.089
H 1.77117 2.40279 -0.44112 0.866 -0.070 -0.032 0.130
N 0.76596 -1.56654 -0.53979 0.206 -0.178 0.662 0.120
H -1.59078 6.23528 0.48546 0.427 0.187 0.061 0.098
H -0.77061 3.94081 -3.21171 0.834 0.001 0.083 0.090
H 3.98441 0.86628 1.02245 -0.927 0.218 0.249 0.102
H 0.11561 6.29787 1.02148 0.512 0.508 0.852 0.074
H 2.31802 0.19883 0.76652 0.487 0.789 0.142 0.057
C -0.22909 5.15245 -0.69702 3.541 3.450 -3.820 -0.608
N 0.51069 0.19845 -1.72948 -2.013 5.596 -0.919 0.152
H -1.00303 -3.48985 4.29010 -0.594 -0.203 -0.518 0.076
H 4.89947 2.75204 -0.53643 -0.817 -0.806 0.655 0.105
C 2.82389 1.95663 -0.45719 -1.368 3.234 6.585 -0.661
H -0.77643 -6.51669 1.58865 0.308 1.535 1.395 0.096
O -0.75733 1.06071 -4.19469 1.749 -11.138 -1.800 -0.015
H -1.18571 2.15935 -0.49170 -0.167 -0.819 1.063 0.120
H -1.10875 0.69210 -5.05905 1.226 -0.652 1.884 0.175
H -0.00058 0.63007 -0.89330 0.912 -0.877 -1.515 0.057
H 3.45523 -3.24038 2.11747 1.607 -1.591 1.849 0.050

# 2
13
Properties=species:S:1:pos:R:3:forces:R:3:lowdin_charge:R:1 method="wB97M-V/def2-TZVPD" orbital_gap_ev=5.93 e_homo_ev=-1.9 multiplicity=1 total_charge=-1 e_tot_ev=-11302.9937 de_lowest_kcal_mol=71.4
O -1.23861 -0.91715 -4.01265 -1.385 1.492 -2.584 0.141
H -1.85276 -0.13763 0.47955 1.157 -0.655 -0.353 0.093
H -1.00997 -1.48356 -0.34080 0.590 -0.224 0.332 0.067
C -0.99803 -1.50715 -3.06420 0.219 1.802 -0.366 -0.570
H 1.80757 1.04603 -1.33980 -0.042 0.346 0.042 0.048
H 0.96953 -0.56292 0.47588 1.371 -0.876 1.755 0.046
H 0.01980 1.02889 1.15712 1.412 -1.777 -1.708 0.123
N -1.29714 0.21706 -1.43721 -0.252 0.328 -1.711 -0.154
O -0.54638 -2.30472 -2.39130 1.055 -3.090 2.760 0.141
C 0.32189 0.23363 0.29085 -1.198 1.703 0.207 -0.213
C -0.96661 -0.39925 -0.20208 -2.745 0.531 2.165 -0.350
C 0.79475 0.80970 -1.04970 -0.101 -0.026 1.489 -0.262
N -0.18979 0.79894 -1.86983 -0.081 0.447 -2.028 -0.110

# 3
17
Properties=species:S:1:pos:R:3:forces:R:3:lowdin_charge:R:1 method="wB97M-V/def2-TZVPD" orbital_gap_ev="8.82 / 4.40" e_homo_ev="-14.5 / -14.4" multiplicity=2 total_charge=+1 e_tot_ev=-13474.2481 de_lowest_kcal_mol=12.6
O 2.02877 1.06332 -1.21093 0.163 0.319 0.284 -0.062
H 0.44065 0.64719 -2.37109 0.296 -0.513 0.122 0.046
H -0.79803 -2.18094 3.06714 -0.150 0.298 0.471 0.207
H 0.73432 2.36412 1.90009 -0.298 -0.373 -0.182 0.044
H 1.51392 3.32332 1.15161 -0.070 0.069 -0.625 0.067
H 2.20086 0.17604 -0.88038 0.163 0.097 0.028 0.046
O -1.29839 -1.77161 -0.92187 -0.208 0.188 0.326 -0.026
H -1.04512 -1.22742 -1.71341 0.490 0.097 0.520 0.038
C -0.81843 -1.39593 2.30187 -1.756 -0.319 -1.861 -0.153
O -0.31968 0.04859 -2.50878 -0.374 0.756 0.107 -0.045
H -1.03891 0.62280 -2.21227 -0.132 0.064 -0.348 0.071
H -1.47213 -2.65867 -1.24756 -0.181 -0.156 0.145 0.091
H 2.21865 1.67472 -0.46772 -0.410 -0.628 -0.567 0.035
O 0.20678 -0.73537 2.10589 0.781 0.341 0.023 0.406
O 0.96087 2.54412 0.97681 0.418 0.510 0.993 -0.059
O -1.84073 -1.23648 1.52113 0.828 -0.707 1.883 0.186
H -1.67340 -1.25781 0.50946 0.442 -0.042 -1.319 0.109

Question: The highest multiplicity belongs to which entry?
Answer: CH10O6

Question: The highest multiplicity belongs to which entry?
Answer: CH10O6

Question: Look up the multiplicity of the first one.
Answer: 1

Question: Which value of multiplicity does entry 1 give?
Answer: 1